Record 1
Here is a molecular structure, C32H38BiNP3 in a non-equilibrium geometry from the Open Molecules 2025 dataset. Energies are from ωB97M-V/def2-TZVPD.

```
! wB97M-V def2-TZVPD RIJCOSX def2/J DEFGRID3
* xyz 1 1
H -0.319 -3.747 6.646
H 0.591 -3.662 -2.835
H 0.612 1.379 2.944
C 2.410 1.665 -4.396
C -2.356 1.846 4.530
H 1.434 -4.252 -0.540
C 0.850 3.614 -4.460
H -2.193 -2.893 -1.303
C -0.353 -4.248 2.805
H 1.927 -0.269 2.490
C -0.393 -5.340 3.648
C 1.446 -3.212 -0.159
H 2.192 -1.994 2.586
C -2.284 -0.355 3.563
C -1.082 2.096 4.031
C 1.512 -0.482 -3.655
C -1.359 -3.271 -0.702
N 0.279 0.073 -3.520
H -3.574 -1.041 -0.996
H -0.398 -6.044 5.689
C 1.149 2.243 -4.225
H -0.359 -4.426 1.709
H -3.644 -0.150 0.545
H -0.639 5.163 -4.406
C 0.459 -2.579 -2.749
C -1.001 -0.105 3.085
H 1.527 -1.119 3.988
H -3.954 0.401 4.689
P 0.130 -2.297 -0.980
H 4.767 0.254 -4.542
H -1.583 3.228 -0.726
H -2.761 -1.334 3.393
C -3.569 -0.041 -0.542
C -0.415 1.136 3.319
C -2.946 0.613 4.288
H 5.014 -2.147 -3.931
C 0.068 1.397 -3.753
H -2.157 0.003 -3.255
P -0.149 -1.497 2.218
H -2.886 2.612 5.113
H 2.421 -2.766 -0.363
H -0.430 -6.358 3.221
P -2.122 0.881 -1.019
H -0.259 -1.776 5.166
C -0.301 -2.789 4.705
C 2.637 0.318 -4.104
H 3.237 2.282 -4.759
C 2.941 -2.413 -3.404
C 1.551 -1.171 2.880
H -2.428 3.692 -3.504
C 4.032 -1.672 -3.853
H -1.146 -4.316 -1.016
H -3.261 1.401 -2.998
C 3.901 -0.328 -4.200
C -2.251 1.013 -2.836
H -3.348 2.925 -0.881
H 1.648 4.272 -4.828
H 3.064 -3.460 -3.123
H 0.894 0.732 -1.233
C -0.317 -2.960 3.331
C -0.333 -3.883 5.549
C 1.674 -1.837 -3.297
H -0.057 1.544 0.776
C -2.401 2.560 -0.435
Bi -0.007 -0.066 0.079
H -4.461 0.514 -0.903
H -1.657 -3.278 0.349
C -1.208 1.929 -3.472
C -0.377 -5.172 5.020
C -0.431 4.106 -4.216
C -1.437 3.283 -3.720
H -0.609 3.081 4.225
H -0.435 -2.262 -3.301
H -2.486 2.575 0.660
H 1.302 -3.239 0.930
*
```

Values from the calculation:
Relative energy (zero: lowest compared OMol25 entry of this formula, charge and spin) ... 40.1 kcal per mole
F_max ... 5.48 eV/A
E ... -68987.405 eV
LUMO energy ... -0.123 Eh
HOMO level ... -8.52 eV
Kohn-Sham gap ... 5.18 eV

***

Record 2
Here is a molecular structure, C32H38CdCl2N8O7S4 in a non-equilibrium geometry from the Open Molecules 2025 dataset. Energies are from ωB97M-V/def2-TZVPD.

```
! wB97M-V def2-TZVPD RIJCOSX def2/J DEFGRID3
* xyz -2 1
C -1.175 4.203 -3.335
H 0.983 -5.614 0.814
C -2.007 5.105 -5.399
O 0.186 -2.283 4.037
H -2.154 5.520 4.839
H -2.691 1.247 -2.539
H -0.318 2.702 6.128
C 2.003 -4.789 -3.206
C 2.669 -2.125 -3.675
H -1.354 0.749 -4.578
O -1.444 -1.053 3.091
H -2.036 3.615 1.779
O -0.122 -0.380 -1.151
H -1.497 3.993 6.518
C 2.945 -2.717 -2.447
Cl -2.362 -4.128 2.726
C 4.639 -4.632 1.506
S -1.621 -0.728 -0.572
C -2.014 3.098 -3.460
H -1.996 5.874 -6.162
N -2.898 3.976 3.651
H 0.951 1.199 -4.986
S 1.744 -0.662 3.389
Cl -3.482 -2.417 4.774
C -1.749 1.504 4.335
C -2.003 -3.128 4.136
H -1.589 -3.776 4.910
H 0.605 2.533 3.990
C -3.319 3.198 4.812
H -0.915 0.925 4.735
H -3.516 2.169 -4.669
H 5.038 -6.744 1.591
H 0.152 3.692 2.707
O -1.329 -1.846 0.286
H 2.851 -4.487 -1.266
N -0.586 1.369 -2.752
H -3.195 2.379 2.324
N -0.665 4.079 4.605
H 3.400 -2.134 -1.660
C 1.647 0.590 -2.185
H 1.642 -2.045 1.093
H -0.519 4.244 -2.477
C 2.967 -6.318 1.202
H 3.767 -0.326 -3.245
C -1.147 3.300 5.741
N 1.463 -3.013 0.778
H 2.683 -7.363 1.152
H 3.121 -0.409 -4.916
C -1.178 5.202 -4.290
H -3.490 3.925 -6.397
H -1.015 -0.583 -3.444
C 2.010 -5.344 1.017
C -1.879 1.980 -2.468
H 1.893 -2.465 -5.650
N 1.749 0.090 -3.431
N -1.284 2.238 3.160
H -4.125 2.521 4.515
H 3.953 -2.602 1.360
H 0.484 -3.229 0.664
O -2.420 -1.055 -1.733
C 4.289 -5.976 1.447
O -2.113 0.445 0.138
Cd -0.256 0.398 1.483
C -2.383 3.038 2.640
C 2.626 -4.043 -2.221
C -0.972 -2.011 3.689
S 2.961 0.692 -1.213
C -0.209 3.134 3.577
C -1.790 4.830 4.066
C -0.658 0.388 -3.816
C 2.347 -3.980 1.066
H 1.250 -4.794 -5.208
N -2.239 2.408 5.380
H -2.553 0.827 4.042
H 1.726 -5.816 -3.009
C 0.238 0.923 -1.659
C 0.724 0.271 -4.434
C 3.692 -3.649 1.329
C -2.854 3.019 -4.564
C 1.738 -4.215 -4.436
H -1.838 2.365 -1.445
C 2.928 -0.652 -3.865
C 2.083 -2.895 -4.674
H 5.672 -4.358 1.692
O 1.144 0.406 4.227
H -3.697 3.888 5.578
H -0.522 6.057 -4.188
C -2.848 4.013 -5.529
H 0.749 -0.565 -5.138
N 1.477 -0.538 1.933
S 0.291 2.163 -0.363
H -1.446 5.407 3.202
*
```

Values from the calculation:
Relative energy (zero: lowest compared OMol25 entry of this formula, charge and spin) ... 24.0 kcal per mole
F_max ... 2.57 eV/A
E ... -133007.649 eV
LUMO energy ... 0.154 Eh
HOMO level ... -2.19 eV
Kohn-Sham gap ... 6.38 eV

***

Record 3
Here is a molecular structure, C32H38ClN3O2Pr in a non-equilibrium geometry from the Open Molecules 2025 dataset. Energies are from ωB97M-V/def2-TZVPD.

```
! wB97M-V def2-TZVPD RIJCOSX def2/J DEFGRID3
* xyz -1 3
C -2.402 -2.130 -0.351
C 2.085 2.388 -3.467
H 0.006 -0.600 -6.182
H -1.153 -5.967 3.765
H 2.077 4.420 -4.064
H -3.062 -0.448 -3.304
C -3.158 -0.671 -2.236
C -1.426 1.252 5.554
C -1.035 -2.164 2.857
H 4.491 2.446 -1.948
C 3.144 2.201 -0.313
N -0.803 -1.436 -2.106
H -1.763 -2.982 -0.087
H -3.115 -2.123 3.449
H -3.502 2.838 3.335
H -2.584 1.049 1.835
H 1.774 1.855 3.651
C 3.753 1.705 -1.612
H 3.629 3.864 -3.386
H -0.315 2.143 1.378
C -1.397 0.137 3.384
C 2.538 3.792 -3.293
C -2.267 -4.111 3.657
C -2.288 1.128 2.887
C 0.439 2.928 1.498
H 4.311 0.784 -1.341
C -0.939 0.251 4.727
H 0.362 3.640 0.665
H 3.646 3.251 2.404
C 2.335 0.164 -3.115
H 2.940 0.885 2.709
H 0.578 2.771 -4.925
C -2.235 -1.810 -1.825
H -3.343 -2.981 -3.379
Pr 1.536 -0.522 -1.196
C -2.454 -3.028 -2.732
C -0.313 0.281 -5.616
C 2.738 1.412 -2.716
H -2.771 2.938 5.729
H -2.461 -3.982 -2.187
C -0.445 -2.099 -3.190
C 1.937 1.336 2.700
H 3.062 -2.096 -0.643
C 0.078 -3.011 2.636
H 0.934 -4.968 2.791
C -2.368 2.173 5.066
O -1.273 -3.027 -3.634
O 3.651 3.253 0.314
C 1.083 1.993 -4.357
H -2.930 0.231 -1.651
H 0.968 -2.544 2.212
C 1.310 -0.349 -3.870
H -0.199 -0.476 5.079
C 0.876 -1.821 -3.899
H -4.205 -0.956 -2.040
C 1.830 2.321 1.544
H -1.074 1.312 6.588
Cl 2.334 -2.696 0.255
H -3.192 -4.546 4.047
C 0.697 0.667 -4.600
H 2.273 4.201 -2.310
H -0.454 1.117 -6.313
C 2.916 3.401 1.595
C -1.125 -4.914 3.489
N -0.943 -0.837 2.534
H -1.289 0.048 -5.166
C -2.785 2.111 3.728
H 1.632 -2.477 -3.414
C -2.233 -2.763 3.338
N 2.121 1.600 0.251
H 1.180 0.545 2.595
H 0.230 3.462 2.437
H 2.543 4.432 1.634
C 0.045 -4.353 2.956
H 0.777 -2.167 -4.937
H -2.113 -1.277 0.278
H -3.448 -2.391 -0.146
*
```

Values from the calculation:
F_max ... 5.18 eV/A
E ... -68953.741 eV
LUMO energy (spin up / spin down) ... 0.086 / 0.088 Eh
HOMO level (spin up / spin down) ... -1.85 / -0.82 eV
<S²> ... 2.457
Kohn-Sham gap (spin up / spin down) ... 4.20 / 3.22 eV

***

Record 4
Here is a molecular structure, C32H38LuN8O5S3 in a non-equilibrium geometry from the Open Molecules 2025 dataset. Energies are from ωB97M-V/def2-TZVPD.

```
! wB97M-V def2-TZVPD RIJCOSX def2/J DEFGRID3
* xyz -1 1
H -0.926 5.052 2.247
S 2.564 1.258 1.124
H 5.026 -2.431 1.895
O 3.813 1.707 0.550
H -2.081 4.132 1.234
H -2.824 0.414 2.466
N 2.325 -1.975 -0.709
H -0.531 3.399 1.698
C 0.064 4.072 -0.716
C -3.677 -3.361 -2.426
C -0.556 -2.211 -0.746
H -0.742 6.473 -1.086
H 1.777 -0.798 -3.496
C 3.018 -3.089 -0.706
C 1.766 0.584 3.646
C 0.019 -4.175 -2.714
C 0.010 -0.434 -2.365
C -5.798 -3.642 -1.345
N 3.469 -0.270 6.789
H 4.962 0.782 2.602
H 0.237 3.028 -2.967
C 4.357 0.262 4.600
H 2.663 -0.677 7.241
O 1.530 2.289 1.156
H -0.919 -3.891 0.532
C 1.706 5.703 -1.589
H 4.614 -4.260 0.189
H 1.132 -0.013 5.597
Lu -0.315 0.837 0.311
C -1.024 4.338 1.428
H -2.234 1.676 3.577
C 4.146 0.633 3.288
H 1.953 0.462 -2.282
C 2.600 -1.068 0.243
H 2.749 -3.800 -1.480
C -0.734 6.288 -0.014
C -1.945 0.749 3.042
C -6.154 -4.594 -2.283
H 1.704 6.049 -0.560
C -4.220 -1.923 -0.460
H -2.722 -2.861 -2.484
H 0.217 -4.922 -3.473
C 2.855 0.793 2.822
C 1.048 3.744 -2.869
H -3.159 -1.894 -0.228
H -4.805 -1.970 0.457
H 4.330 -0.753 6.989
H 1.976 3.197 -2.687
C 1.271 0.043 -3.027
H 5.359 0.127 4.983
H 1.039 0.806 -3.768
N 0.738 4.642 -1.776
H 0.455 -2.539 -4.010
N 3.563 -1.232 1.170
H -0.471 -5.596 -1.190
S -4.640 -0.313 -1.260
N 1.899 0.070 0.250
C 4.257 -2.347 1.135
H -0.042 6.986 0.471
N -2.170 -0.064 -1.903
H 1.142 4.327 -3.785
O -0.828 -1.324 0.158
C -4.558 -3.017 -1.406
H -1.739 -0.027 3.805
O -0.170 2.861 -0.715
C 3.271 0.042 5.450
H -6.494 -3.366 -0.567
H -3.340 -4.584 -4.147
H -5.552 -5.678 -4.028
C -3.029 0.468 -1.123
C -4.031 -4.319 -3.358
C 4.035 -3.350 0.205
C -0.147 -1.856 -2.074
C -0.639 -3.597 -0.471
H -1.737 6.478 0.373
H -7.127 -5.064 -2.232
C 1.977 0.192 4.954
C -5.270 -4.938 -3.291
H 2.709 5.333 -1.815
S -2.881 1.728 0.013
N -0.385 4.910 0.254
C -0.371 -4.545 -1.432
O -0.847 0.967 2.234
N -0.912 0.443 -2.088
C 0.153 -2.835 -3.012
H 1.483 6.543 -2.258
H 0.764 0.719 3.246
*
```

Values from the calculation:
Relative energy (zero: lowest compared OMol25 entry of this formula, charge and spin) ... 21.6 kcal per mole
F_max ... 2.14 eV/A
E ... -122091.550 eV
LUMO energy ... 0.092 Eh
HOMO level ... -4.44 eV
Kohn-Sham gap ... 6.95 eV

***

Record 5
Here is a molecular structure, C32H38N5O2P2S3Y in a non-equilibrium geometry from the Open Molecules 2025 dataset. Energies are from ωB97M-V/def2-TZVPD.

```
! wB97M-V def2-TZVPD RIJCOSX def2/J DEFGRID3
* xyz -1 2
C 0.857 -6.069 -0.428
H 2.064 -7.832 -0.228
H 4.960 -1.449 -0.802
N 0.552 -1.575 -0.481
C 0.045 2.971 -0.984
H -4.383 -0.723 0.615
H 6.565 -1.307 1.065
H 4.198 -6.610 -0.438
C -3.467 3.026 1.301
H -0.065 -4.122 -0.621
C 5.528 -1.553 1.266
O -1.826 -1.093 1.164
H -4.297 -2.261 1.496
H -4.341 3.006 1.936
H 4.442 -2.927 -2.450
H 0.007 5.022 -1.679
C 3.776 -2.094 2.819
H -2.288 -3.030 4.807
H 1.852 -2.473 1.944
C -4.085 -1.771 0.548
H 0.936 -0.505 -2.722
C 2.646 -1.736 -2.425
H 4.911 1.305 -0.519
H 5.070 -2.303 -4.726
C -2.710 -2.023 4.768
C 3.809 -2.247 -3.001
H -2.259 -2.898 0.253
H -2.105 -1.376 5.412
H -4.571 -1.023 5.188
H -4.663 -2.251 -0.243
C -2.102 4.093 -0.356
O -2.661 -1.534 3.431
C 5.101 -1.768 2.567
S 2.822 1.420 1.043
C 3.260 -6.072 -0.497
C -4.158 -2.032 5.214
H -2.377 -1.440 -0.749
C 2.058 -6.759 -0.380
C 2.052 -3.996 -0.727
C 3.295 -1.917 0.459
C -3.235 4.096 0.407
C 1.841 -0.886 -3.180
H -2.684 1.173 2.018
H 1.606 4.379 -1.269
N 4.194 1.254 -1.223
C 4.161 -1.898 -4.296
C 0.856 -4.692 -0.603
H 4.199 -4.167 -0.683
C 2.882 -2.181 1.766
C 5.344 2.938 -2.617
C -2.536 2.012 1.346
C 4.563 1.627 -2.575
H -0.076 -6.605 -0.301
H 6.249 2.856 -2.009
H 5.155 0.820 -3.018
S 0.011 -0.410 3.287
C 3.355 -1.045 -5.036
C 4.631 -1.634 0.211
Y 0.427 0.258 0.662
H 1.559 0.125 -5.054
C 2.941 1.484 -0.714
C 3.256 -4.696 -0.654
S -0.900 -3.659 2.445
P 1.944 -2.155 -0.770
N 0.718 1.829 -0.915
C 0.639 4.139 -1.717
H 4.735 3.748 -2.212
H -4.744 -2.660 4.542
H 0.827 3.873 -2.760
C 2.191 -0.538 -4.477
C -1.169 3.031 -0.255
C -2.604 -1.865 0.227
H -1.920 4.897 -1.056
H 3.438 -2.277 3.831
H 3.637 1.713 -3.140
P -1.298 -1.748 2.560
H 3.628 -0.785 -6.052
N -1.420 1.975 0.612
H -4.236 -2.427 6.228
H -3.954 4.902 0.324
H 5.637 3.188 -3.638
H 5.805 -1.688 3.387
N 1.970 1.786 -1.508
*
```

Values from the calculation:
Relative energy (zero: lowest compared OMol25 entry of this formula, charge and spin) ... 16.0 kcal per mole
F_max ... 1.55 eV/A
E ... -97481.205 eV
LUMO energy (spin up / spin down) ... 0.097 / 0.097 Eh
HOMO level (spin up / spin down) ... -2.63 / -4.91 eV
<S²> ... 0.766
Kohn-Sham gap (spin up / spin down) ... 5.28 / 7.56 eV